(1)
Below is one molecule with the formula C5H7NS2 in a non-equilibrium geometry, with properties calculated with the ωB97M-V functional and the def2-TZVPD basis.

```
15
Properties=species:S:1:pos:R:3:lowdin_charge:R:1
H 2.76 -0.82 0.85 0.1066
C 1.95 -0.21 0.45 -0.1710
S -0.78 -0.69 1.31 0.8906
H -2.52 1.12 2.48 0.0649
C -1.68 1.60 1.98 -0.1653
S -0.58 -0.01 -2.27 0.7198
H 2.25 1.12 -1.35 0.1026
H -1.67 2.70 2.02 0.0687
H 2.67 -0.56 -1.61 0.1202
H 0.73 -2.01 0.11 0.1177
N -0.75 1.02 1.35 -0.3409
C 0.58 -0.28 -1.18 -0.8188
H 1.83 0.68 1.05 0.0918
C 0.61 -0.92 0.20 -0.6216
C 2.03 0.13 -1.06 -0.1654
```

## Properties
Energy: -28456.94192 eV
Strongest force on any atom: 0.02021 Eh/bohr
Gap between HOMO and LUMO: 8.40 eV
Lowest unoccupied orbital energy: -0.1 eV


(2)
Below is a 2-piece molecular cluster, C7H16NO3 overall in a non-equilibrium geometry, with properties calculated with the ωB97M-V functional and the def2-TZVPD basis.

```
27
Properties=species:S:1:pos:R:3:lowdin_charge:R:1
H 4.76 0.82 -1.57 0.1461
H 2.96 -0.93 1.03 0.1827
N -0.02 -1.13 -0.77 0.2653
O -0.23 1.07 -0.12 0.0348
O 4.33 0.38 0.47 -0.0502
H -2.03 -1.80 1.74 0.1231
C -2.90 -1.79 -0.81 -0.0303
H -2.85 0.32 -0.22 0.1564
H -2.54 -2.73 -0.44 0.0731
H -3.91 -1.75 -0.56 0.0564
C -2.51 -0.79 1.46 -0.0459
C -0.75 -0.15 -0.29 -0.2638
H -3.53 -0.89 1.69 0.0697
H 4.08 2.23 -0.24 0.1497
C -1.02 2.09 0.42 -0.0446
H 1.03 -0.85 -0.92 0.1272
C -2.15 -0.60 -0.02 -0.3311
C 4.77 1.32 -0.51 -0.0251
C 3.21 -0.21 0.15 -0.3163
H -0.92 2.30 1.57 0.1542
H -2.05 2.10 0.04 0.1115
H -2.03 0.09 1.93 0.0854
H 5.72 1.51 -0.14 0.0610
H -0.65 2.99 0.09 0.0662
O 2.54 -0.08 -0.90 -0.0072
H -0.49 -1.93 -1.16 0.1283
H -2.83 -1.58 -1.94 0.1232
```

## Properties
Energy: -15142.65551 eV
Strongest force on any atom: 0.10968 Eh/bohr
Gap between HOMO and LUMO: 11.42 eV
Net charge: +1
Lowest unoccupied orbital energy: -3.2 eV


(3)
Below is a 7-piece molecular cluster, C28H42O14 overall in a non-equilibrium geometry, with properties calculated with the ωB97M-V functional and the def2-TZVPD basis.

```
84
Properties=species:S:1:pos:R:3:lowdin_charge:R:1
C 6.10 -3.02 5.13 -0.0594
H 11.20 -10.86 4.96 0.1295
O 10.37 -4.95 0.97 0.0405
O 5.22 -4.42 6.95 0.1188
H 13.67 -3.65 10.62 0.1265
C 9.73 -6.78 2.30 -0.1537
H 8.48 -0.52 9.74 0.1220
H 7.67 -5.33 7.10 0.1138
H 14.94 -5.37 3.54 0.1235
H 12.05 -8.91 8.37 0.1236
H 6.00 -2.00 5.49 0.1238
H 15.78 -3.40 7.29 0.1261
H 3.48 -2.32 3.94 0.1245
H 15.99 -7.94 4.83 0.1303
C 5.51 -3.17 3.72 -0.1530
C 13.58 -3.08 9.69 -0.1480
C 9.20 -5.69 1.40 -0.1348
C 8.06 0.80 7.95 -0.1378
O 9.52 -8.64 5.11 0.1287
H 10.78 -5.75 3.87 0.0944
O 11.09 -8.35 6.65 0.0019
H 13.10 -8.77 6.93 0.1130
C 10.93 -5.11 7.81 -0.1448
C 13.72 -6.32 5.00 -0.1656
O 12.49 -4.78 1.58 0.1055
H 13.01 -5.53 4.79 0.1149
O 10.80 -4.85 6.41 0.0382
C 10.39 -9.11 5.78 -0.4936
C 15.50 -3.60 8.32 -0.0702
H 13.45 -3.59 7.57 0.1167
H 9.38 -5.33 9.30 0.1211
O 9.18 -4.45 4.92 0.0919
O 3.87 -3.88 5.26 0.0185
H 5.70 -2.31 3.07 0.1167
H 8.40 -3.85 7.60 0.1175
H 9.90 -11.17 6.09 0.1288
C 9.56 -5.60 8.26 -0.1253
H 9.34 -6.65 8.08 0.1107
H 16.19 -4.28 8.81 0.1262
O 10.35 -1.87 8.38 0.1047
O 14.40 -6.08 6.22 0.0156
O 9.75 -0.39 6.85 0.0377
C 11.38 -5.20 1.81 -0.4895
C 12.13 -9.10 7.30 -0.1296
H 8.95 -7.02 3.01 0.1071
H 14.56 -7.15 3.18 0.1143
C 4.01 -3.27 3.97 -0.1601
H 7.08 -3.47 5.21 0.0894
H 8.62 -6.02 0.54 0.1232
C 15.63 -2.27 9.06 -0.4864
H 7.04 1.17 7.87 0.1116
C 14.01 -3.87 8.47 -0.1707
H 8.66 1.49 8.55 0.1161
C 14.80 -6.39 3.91 -0.1262
H 10.00 -7.71 1.79 0.1195
H 7.99 0.07 5.92 0.1201
H 11.33 -11.01 7.95 0.1118
H 13.78 -4.94 8.57 0.0991
H 11.79 -6.90 3.02 0.1125
C 15.72 -6.32 6.12 -0.4933
H 11.19 -4.16 8.26 0.0953
C 11.00 -6.17 2.89 -0.0797
C 8.72 0.55 6.59 -0.1535
O 16.49 -6.17 7.01 0.1256
C 5.07 -3.85 5.92 -0.4662
H 7.44 -1.20 8.39 0.1204
H 13.16 -7.26 5.02 0.1082
H 12.56 -2.70 9.68 0.1056
C 11.80 -10.59 7.06 -0.1271
H 9.15 1.45 6.16 0.1287
H 17.00 -6.54 4.41 0.1261
H 11.66 -5.88 8.04 0.1160
H 12.64 -11.21 6.75 0.1123
H 5.93 -4.05 3.24 0.1153
C 9.53 -1.10 7.97 -0.4726
H 3.64 -3.97 3.21 0.1240
C 8.63 -4.87 7.27 -0.0636
O 14.50 -1.98 9.74 0.0293
H 8.56 -5.00 1.96 0.1156
C 9.53 -4.69 6.05 -0.4712
O 16.57 -1.53 9.04 0.1118
C 8.27 -0.56 8.68 -0.0523
C 16.01 -6.85 4.72 -0.0667
C 10.77 -10.55 5.91 -0.0701
```

## Properties
Energy: -58383.63475 eV
Strongest force on any atom: 0.03391 Eh/bohr
Gap between HOMO and LUMO: 9.75 eV
Lowest unoccupied orbital energy: 0.2 eV


Relative energy (zero: lowest compared OMol25 entry of this formula, charge and spin) list, top to bottom, in kJ/mol: 185.7, 69.6, 34.1